Record 1
Molecular formula: CH6S4
Method: DFT, ωB97M-V with the def2-TZVPD basis set

Structure (XYZ):
```
11
Properties=species:S:1:pos:R:3:forces:R:3
C -1.620411 -1.441974 0.518438 0.5 -1.4 -1.0
S -2.821333 -0.100236 0.803786 0.4 -0.1 -1.8
S -2.397046 1.027837 -0.980848 0.0 -0.1 0.7
H -1.642339 -1.749206 -0.577569 0.0 0.6 1.3
H -1.864063 -2.410012 1.040996 0.0 1.3 0.0
H -0.585986 -1.134996 0.766235 -0.6 -0.1 -0.1
H -2.835763 0.334281 -2.081036 -0.2 -0.2 0.9
S 1.977710 0.597403 0.154170 2.8 -0.8 1.1
S 3.828311 -0.708094 -0.256542 -0.6 1.0 1.2
H 2.671281 1.034530 1.285768 -1.0 -0.1 -1.0
H 4.577068 -0.493302 0.925911 -1.2 -0.1 -1.3
```
Forces are in eV/Å.

Calculated values
SMILES: CSS.SS
HOMO: -8.9258 eV
E_LUMO: -0.0253 Eh

***

Record 2
Molecular formula: C108H90N18O36
Method: DFT, ωB97M-V with the def2-TZVPD basis set

Structure (XYZ):
```
252
Properties=species:S:1:pos:R:3:forces:R:3
C 3.276413 0.824619 6.599324 0.9 0.2 0.9
C 4.155270 -0.175253 6.926891 0.6 -0.4 -0.3
C 5.398044 0.101268 7.569452 -1.0 0.3 -0.7
C 5.631650 1.384191 8.032602 -0.2 -0.1 0.3
C 4.652629 2.411718 7.852229 1.9 -0.3 -0.2
C 3.614073 2.098571 7.053116 -2.5 -0.1 -1.0
N 6.999149 1.639939 8.634388 0.8 1.0 -1.7
O 7.961363 0.947510 8.259426 -1.8 0.4 0.8
O 7.121770 2.685274 9.244608 -0.3 -0.7 0.3
H 2.372846 0.631059 6.040305 0.0 0.0 -0.1
H 3.873279 -1.148354 6.552785 0.6 -0.4 0.2
H 6.195984 -0.626503 7.562783 -0.1 -0.1 0.4
H 4.686562 3.478379 8.017986 0.9 -0.1 0.8
H 2.919925 2.869514 6.752771 0.1 0.4 0.2
C -6.126449 -0.735051 7.403409 -2.2 0.6 2.2
C -6.606050 -2.005973 7.122816 1.5 1.0 -2.3
C -6.124233 -2.519750 5.904210 -0.8 -1.3 1.0
C -5.203084 -1.849261 5.107178 -0.8 0.4 1.2
C -4.813581 -0.549891 5.515910 0.7 -0.5 -1.9
C -5.352162 0.077671 6.622477 1.0 -1.3 -0.8
N -4.661888 -2.528142 3.910045 1.7 -0.4 -0.9
O -5.100886 -3.651420 3.554903 0.8 2.9 0.9
O -3.683175 -1.945798 3.355910 -2.3 -1.5 0.9
H -6.507679 -0.309870 8.320076 0.1 0.2 0.3
H -7.329331 -2.519700 7.738736 0.3 -0.1 0.0
H -6.472894 -3.525083 5.719400 0.2 -0.1 -0.8
H -4.066553 -0.079089 4.894069 0.0 0.3 -0.1
H -5.031562 1.064326 6.922667 -0.1 0.0 0.0
C -3.698488 -1.156148 -5.463041 1.4 -2.7 -0.4
C -2.902326 -1.734141 -6.469421 -1.1 -0.2 0.5
C -2.626891 -1.028598 -7.617948 0.7 0.4 -0.6
C -3.016352 0.294040 -7.695654 -1.5 -0.8 0.5
C -3.816175 0.801889 -6.661316 0.7 3.4 -3.7
C -4.161107 0.104702 -5.603397 -0.6 -0.9 3.1
N -2.700897 1.076772 -8.904828 2.1 1.7 1.4
O -1.710458 0.683824 -9.530975 -1.7 0.4 -0.1
O -3.193684 2.210829 -8.981649 0.2 -1.7 -0.6
H -3.906031 -1.759533 -4.591691 -0.1 0.0 0.2
H -2.620363 -2.775044 -6.411052 0.2 0.0 0.2
H -2.078953 -1.455067 -8.445170 0.1 -0.2 0.0
H -4.166164 1.820293 -6.743562 0.1 0.2 -0.2
H -4.668761 0.513805 -4.742396 -0.4 0.4 -0.3
C 7.992228 3.954911 0.245582 1.0 -0.9 0.3
C 7.096144 3.076144 0.809619 0.6 -0.4 0.5
C 7.583103 2.114352 1.679644 1.5 -0.7 0.8
C 8.989825 2.007026 2.035296 -2.5 -0.1 -0.1
C 9.871393 2.935733 1.523058 0.2 0.1 -1.1
C 9.370255 3.800887 0.551090 -1.8 1.4 -0.7
N 9.405028 0.838258 2.911925 0.6 -0.3 0.2
O 8.566775 -0.016790 3.161907 0.0 0.8 -0.3
O 10.570158 0.745243 3.297661 -1.1 0.9 -0.7
H 7.576918 4.658752 -0.460485 0.6 0.3 -0.2
H 6.053432 3.104081 0.529673 -0.2 0.0 0.2
H 6.865721 1.454733 2.145125 0.4 -0.4 -0.1
H 10.936346 2.999214 1.691084 0.0 -0.5 0.4
H 9.955348 4.477591 -0.054000 0.8 -0.1 0.5
C -4.133888 1.622483 -2.050696 -0.3 -2.3 -2.5
C -3.421301 1.794251 -0.936667 0.4 2.6 0.9
C -3.608457 3.060993 -0.378157 0.7 -0.3 2.6
C -4.623303 3.936481 -0.703626 -1.2 -0.3 -1.7
C -5.375418 3.680606 -1.887885 1.1 -0.7 0.6
C -5.060681 2.490803 -2.580765 -0.4 2.2 0.5
N -4.981053 5.122667 0.135243 0.6 1.2 0.7
O -5.793753 5.946194 -0.303019 1.1 -1.6 0.4
O -4.407084 5.242005 1.232073 -0.8 -0.4 -1.7
H -3.846061 0.723427 -2.575345 -0.5 -0.3 -0.5
H -2.643118 1.105221 -0.643259 -0.1 0.1 0.3
H -2.971866 3.282251 0.465773 -0.1 0.4 0.3
H -6.098605 4.386653 -2.268542 -0.1 0.0 0.2
H -5.480883 2.373642 -3.568739 -0.2 -0.4 0.0
C -0.546371 -0.646575 2.224307 1.8 -0.1 0.4
C 0.708398 -0.046417 2.041482 0.5 0.7 -2.5
C 1.222918 0.182034 0.713387 -1.3 -0.6 0.9
C 0.442331 -0.230266 -0.388119 0.3 -0.4 1.6
C -0.775839 -0.878155 -0.151693 -0.2 0.1 -0.5
C -1.282381 -1.073974 1.140641 0.6 -0.1 -0.6
N 1.038847 -0.200637 -1.740204 1.2 0.1 -2.2
O 0.435692 -0.620006 -2.731991 -0.3 0.3 1.8
O 2.197050 0.233915 -1.876699 -1.2 -0.3 1.1
H -0.791973 -0.983144 3.220706 -0.5 0.3 0.2
H 1.381332 0.305122 2.809595 -0.3 -0.3 0.5
H 2.212959 0.593858 0.584462 -0.1 0.1 -0.1
H -1.311275 -1.241749 -1.016281 -0.1 -0.1 -0.1
H -2.151182 -1.675934 1.362537 -0.2 0.2 -0.4
C -1.380517 -6.015677 -5.509542 2.2 0.0 1.2
C -1.802230 -6.794184 -6.581832 -0.7 1.6 1.9
C -1.684585 -6.173900 -7.773997 1.4 1.3 -3.2
C -0.843513 -5.014359 -7.997622 -0.7 -1.1 1.6
C -0.116897 -4.485752 -6.909355 -2.3 0.8 0.1
C -0.517277 -4.903240 -5.628530 0.0 -1.4 -1.2
N -0.895904 -4.380466 -9.340518 0.0 -0.7 -1.0
O -0.606301 -3.178951 -9.460875 -0.5 -2.1 0.2
O -1.250156 -5.149959 -10.261691 0.7 2.0 1.4
H -1.458174 -6.425266 -4.513242 -0.5 0.1 0.3
H -2.445568 -7.625810 -6.335026 0.2 -0.3 -0.6
H -2.141652 -6.579709 -8.664399 -0.1 0.0 0.0
H 0.393700 -3.534085 -6.904432 0.5 -0.1 -0.8
H -0.038853 -4.428808 -4.784483 -0.5 -0.1 0.2
C 0.134340 4.024570 3.723132 1.8 -1.5 3.5
C 0.051581 3.752991 5.144478 0.1 -0.1 -2.6
C -1.167759 3.706704 5.773079 -0.9 -0.4 1.2
C -2.411813 3.863029 5.109584 3.4 0.4 -2.5
C -2.233571 4.085306 3.695600 -1.8 0.6 1.2
C -0.992286 4.204477 3.044793 -2.0 0.0 -0.5
N -3.702107 3.900506 5.783548 -2.2 1.0 -0.1
O -4.622898 4.436034 5.139791 1.5 -1.0 0.7
O -3.861399 3.490505 6.937708 1.1 0.1 -1.4
H 1.072285 3.881366 3.207223 0.3 0.4 0.1
H 0.937159 3.378649 5.636414 0.0 0.4 0.3
H -1.125601 3.482915 6.828802 -0.4 0.0 0.2
H -3.125412 4.271524 3.115639 -0.2 -0.1 -0.1
H -0.870935 4.379655 1.986029 -0.8 0.1 -0.2
C -9.676928 0.683745 -1.603557 -0.7 -0.9 1.4
C -9.631863 0.269504 -0.289534 -0.1 0.0 0.9
C -8.447821 -0.089691 0.367391 -2.5 -0.6 0.4
C -7.305821 -0.120481 -0.322808 1.4 0.2 -3.9
C -7.309946 0.176654 -1.754285 -0.6 0.3 1.8
C -8.508280 0.608419 -2.309581 0.8 -0.1 -0.9
N -6.042266 -0.462215 0.292353 1.7 1.4 1.2
O -5.097187 -0.788484 -0.410323 -0.7 -0.5 -0.1
O -5.905094 -0.179914 1.486218 -0.6 -0.7 -0.8
H -10.625907 0.857766 -2.088884 0.0 0.3 0.0
H -10.481134 0.127575 0.362374 -0.5 0.3 -0.5
H -8.654936 -0.572242 1.311133 0.9 0.4 0.4
H -6.431846 0.171137 -2.383038 0.2 -0.3 0.4
H -8.624791 0.857233 -3.354051 0.7 0.0 -0.3
C 6.251748 -3.468318 -3.679563 -0.5 0.2 -3.4
C 5.774927 -4.448537 -4.638892 -2.2 0.6 2.7
C 4.360600 -4.803456 -4.569564 2.0 0.3 1.1
C 3.515999 -4.111308 -3.670011 2.2 0.3 -0.7
C 4.015098 -2.973066 -3.024146 -0.5 0.7 -0.1
C 5.354831 -2.584833 -3.094740 -0.4 -2.1 0.8
N 2.160693 -4.589729 -3.396926 0.5 0.6 -0.6
O 1.332201 -3.757769 -3.133918 -0.6 0.8 0.5
O 1.938579 -5.767878 -3.484113 0.1 -1.1 0.0
H 7.274589 -3.126192 -3.735574 0.4 -0.5 0.2
H 6.450507 -5.031413 -5.247371 0.0 0.1 0.0
H 4.046895 -5.728054 -5.031199 -0.3 0.2 -0.3
H 3.394056 -2.283315 -2.471930 -0.6 -0.3 0.1
H 5.712369 -1.796136 -2.449350 -0.1 0.3 -0.2
C 5.294739 3.753546 -4.106157 -1.5 0.5 1.3
C 3.972652 3.784143 -3.625828 1.6 0.5 0.2
C 3.605774 4.659626 -2.601239 0.2 -0.3 -0.4
C 4.556894 5.558614 -2.065649 -1.4 -1.1 -0.7
C 5.877644 5.531796 -2.564349 -0.7 0.5 0.9
C 6.249067 4.648299 -3.568514 -0.9 -1.6 -0.8
N 4.075276 6.621458 -1.083583 -0.3 2.7 -1.1
O 4.934668 7.441054 -0.735881 -0.5 -1.6 0.1
O 2.860426 6.868571 -0.907751 2.3 -1.9 -0.3
H 5.399896 2.929753 -4.796599 1.2 0.4 -0.2
H 3.291550 3.070700 -4.065715 -0.4 0.1 0.3
H 2.571116 4.488633 -2.343056 -0.1 1.0 0.8
H 6.551056 6.224451 -2.081495 0.3 0.1 -0.3
H 7.235132 4.490243 -3.979724 0.4 0.7 0.4
C 3.944826 -3.477612 0.629465 -1.1 1.4 1.1
C 4.093197 -2.802862 1.871469 -2.1 -0.9 -0.8
C 3.049869 -2.933887 2.826802 1.9 0.5 -0.4
C 1.964428 -3.774093 2.605632 0.1 0.3 -1.9
C 1.744088 -4.361752 1.349576 2.2 0.0 -0.3
C 2.777909 -4.188783 0.338418 -0.6 -0.2 1.7
N 0.946283 -3.906414 3.630216 -0.4 -0.2 2.9
O 0.053267 -4.736850 3.587914 0.5 0.1 -1.4
O 1.092357 -3.237523 4.659205 0.3 0.3 -1.0
H 4.600028 -3.169528 -0.171912 0.3 -0.6 -0.1
H 4.869961 -2.056170 1.945572 0.1 -0.2 0.5
H 3.168859 -2.328317 3.713107 -0.4 -0.2 0.2
H 0.897330 -5.028588 1.280847 -0.1 0.2 -0.5
H 2.758093 -4.608325 -0.656562 -0.7 -0.2 0.1
C 0.287881 -2.492822 8.140110 0.1 -1.1 -1.1
C -0.451857 -1.662326 8.885678 -2.7 2.5 1.7
C -1.862748 -1.778378 9.083319 0.3 -2.5 -1.1
C -2.478779 -2.922126 8.498161 1.6 0.3 -0.2
C -1.710108 -3.802773 7.682085 -1.4 0.8 1.3
C -0.374393 -3.556856 7.535137 0.7 -0.6 -0.8
N -3.916564 -3.208777 8.727767 0.4 1.5 0.0
O -4.553251 -2.289794 9.202803 -0.1 0.2 0.5
O -4.402163 -4.259231 8.418335 0.2 -1.2 -0.4
H 1.333060 -2.329123 7.922808 0.1 0.0 0.2
H -0.093454 -0.752653 9.344427 0.7 -0.1 0.0
H -2.437359 -1.092963 9.688665 0.1 0.0 -0.1
H -2.180866 -4.666587 7.236416 -0.1 0.0 -0.1
H 0.171299 -4.200600 6.861175 0.1 -0.1 0.0
C 1.401351 0.315158 -6.194606 1.3 1.5 0.6
C 1.271146 1.563354 -6.807309 0.2 -0.4 0.7
C 2.367272 2.399506 -7.073837 1.0 -0.5 -0.7
C 3.694631 2.000919 -6.718565 -3.1 -1.9 0.2
C 3.794925 0.737003 -6.112600 0.3 -0.3 0.5
C 2.689730 -0.074386 -5.813939 -0.9 0.5 -0.4
N 4.877613 2.762195 -7.085212 -1.8 -1.2 -0.2
O 4.764769 3.894322 -7.359775 -1.4 4.1 -0.6
O 5.906206 2.200672 -7.169255 3.2 -2.7 0.4
H 0.490642 -0.146847 -5.843093 0.2 -0.6 -0.2
H 0.224520 1.811467 -6.904354 0.1 0.8 -0.8
H 2.253955 3.218122 -7.769127 -0.1 0.5 0.5
H 4.745998 0.331148 -5.800909 0.3 0.3 -0.1
H 2.737099 -0.988070 -5.240046 0.7 -0.1 0.0
C -1.724551 -5.842887 1.451911 -1.3 0.3 0.3
C -2.663759 -4.796111 1.560835 1.2 -0.4 -0.4
C -3.035794 -4.042138 0.445879 2.0 -0.4 -1.2
C -2.340113 -4.333769 -0.783957 -0.3 -1.7 2.1
C -1.468633 -5.491580 -0.889749 -0.7 1.9 -0.1
C -1.153270 -6.189588 0.237138 -0.5 -0.3 0.8
N -2.493058 -3.480539 -1.931500 -1.3 0.9 -0.8
O -1.762637 -3.704454 -2.842465 1.8 -0.8 -1.6
O -3.328104 -2.579077 -2.033134 -0.1 -0.4 1.6
H -1.590330 -6.407084 2.362991 0.6 -0.1 -0.1
H -2.897016 -4.527398 2.580541 -0.8 0.1 -0.2
H -3.650888 -3.160377 0.548670 -0.2 0.0 -0.2
H -0.926651 -5.888891 -1.735204 -0.5 0.9 -0.8
H -0.471229 -7.016564 0.105448 0.0 -0.2 0.4
C 7.315028 4.181807 5.021312 0.6 1.1 0.1
C 7.357878 2.837561 5.309177 -1.3 -1.0 -1.2
C 6.384329 2.012704 4.691582 -0.5 1.1 0.9
C 5.434968 2.617546 3.850395 0.9 -0.4 0.5
C 5.440337 3.983168 3.578035 0.0 0.9 0.0
C 6.385778 4.812226 4.186338 0.3 -1.8 0.6
N 4.402008 1.780739 3.200944 -0.4 -0.1 0.7
O 3.554152 2.347548 2.570370 -0.9 1.5 -1.1
O 4.337684 0.582371 3.351921 1.2 -0.8 0.7
H 8.041106 4.845378 5.467276 0.2 -0.1 0.2
H 8.091404 2.382044 5.957907 0.0 0.1 0.1
H 6.228089 1.019869 5.086901 0.2 -0.3 -0.6
H 4.707406 4.424459 2.918886 -0.1 -0.2 -0.1
H 6.496377 5.885035 4.129379 -0.6 0.0 -0.6
C -0.039977 5.322625 -0.899132 1.8 0.9 1.7
C -0.947921 5.420008 -1.900632 -1.5 0.4 0.1
C -1.717002 6.573046 -2.001584 0.3 2.0 0.6
C -1.439204 7.698821 -1.133666 -0.2 -2.3 -0.3
C -0.565536 7.523997 -0.049389 0.4 1.0 -1.2
C 0.244993 6.407947 -0.011213 -1.6 -1.9 -0.3
N -2.016143 9.041453 -1.350891 -0.4 0.5 -2.4
O -1.835853 9.917393 -0.515695 -0.5 -1.0 -0.8
O -2.527527 9.217161 -2.496516 0.8 -0.3 2.9
H 0.497600 4.400714 -0.733333 0.2 -0.1 -0.1
H -1.220102 4.560480 -2.495213 0.1 0.0 -0.2
H -2.506297 6.583955 -2.738670 0.0 0.5 -0.1
H -0.434690 8.384147 0.590478 0.1 -0.1 0.3
H 0.919752 6.207212 0.807817 0.2 0.3 -0.1
C -6.555941 -3.191212 -3.834662 1.3 -2.5 0.1
C -5.889869 -3.935514 -2.821406 0.4 -0.3 -0.7
C -5.341996 -5.191102 -3.079686 -0.7 -1.9 -3.4
C -5.490082 -5.762986 -4.415499 -0.6 2.1 -0.1
C -6.077520 -5.003540 -5.470663 -0.4 -0.1 1.6
C -6.628766 -3.767674 -5.147522 0.2 1.9 2.2
N -5.089376 -7.150790 -4.810692 -0.9 0.3 2.9
O -4.782553 -7.340326 -5.937252 0.6 -0.2 -2.1
O -5.167981 -8.024827 -3.952377 0.2 0.6 -0.1
H -6.961954 -2.237237 -3.532209 -0.1 0.1 -0.5
H -5.657337 -3.573402 -1.830849 -0.5 0.5 0.0
H -4.864013 -5.889731 -2.408989 0.0 0.5 0.6
H -6.299243 -5.357157 -6.466749 0.6 -0.4 0.0
H -7.076325 -3.070675 -5.840549 -0.1 -0.6 -0.7
```
Forces are in eV/Å.

Calculated values
HOMO: -9.7360 eV
E_LUMO: -0.0489 Eh

***

Record 3
Molecular formula: C7H7BF7IN2O5P
Method: DFT, ωB97M-V with the def2-TZVPD basis set

Structure (XYZ):
```
31
Properties=species:S:1:pos:R:3:forces:R:3
C 2.844266 -1.508726 0.509591 0.3 -1.8 -0.4
C 2.358336 -0.750715 -0.855411 1.0 -2.1 -1.3
B 1.320189 0.475281 -0.728476 5.2 0.6 -0.4
O 2.153792 1.721434 -1.014615 -3.2 -1.2 -1.4
P -0.556846 0.693731 -0.685968 0.7 -0.7 -2.9
N -0.681269 1.825828 0.594689 0.6 0.3 6.0
C 0.406184 2.598427 1.187835 3.7 8.6 -0.9
O 0.655171 3.904982 0.899056 -2.1 -9.8 2.0
F 1.324568 2.050827 2.258253 -3.4 0.8 -3.4
C -1.431409 1.396666 1.866818 -7.3 3.4 4.4
O -2.522723 2.110239 2.267852 8.2 -5.4 -3.2
F -0.984988 0.361488 2.820740 -0.6 3.3 -4.0
N -1.083945 -0.871875 -0.446515 -5.2 -1.8 1.6
C -2.469547 -1.235017 0.014216 -4.5 -0.5 6.0
O -2.830793 -1.396041 1.321313 3.2 1.1 -8.7
F -3.606931 -1.638008 -0.903369 4.1 1.1 1.7
C -0.395288 -2.119044 -0.218480 4.2 -4.1 -8.3
O -0.219059 -2.983413 -1.258393 -2.0 4.8 6.4
F -0.017178 -2.616228 1.137501 -0.7 5.2 -6.7
C -2.266662 1.306157 -1.473063 -2.4 2.0 -1.5
F -2.059638 2.652937 -2.151702 -0.3 -3.8 2.1
F -2.621278 0.443132 -2.663608 0.6 2.6 3.9
F -3.318090 1.572818 -0.531177 2.0 -1.1 -3.1
H 2.780218 -2.678314 0.276447 0.1 2.5 0.7
H 4.003961 -1.309455 0.692097 -2.7 -0.1 -0.1
H 2.178421 -1.336453 1.451310 1.4 -0.1 -1.7
H 1.892246 -1.546731 -1.617074 0.7 1.4 1.9
H 3.394344 -0.512493 -1.413693 -2.5 0.2 1.2
H 1.881481 1.961141 -1.961048 0.6 0.0 2.0
H -0.220602 1.108547 -2.081094 0.0 -0.1 0.3
I 0.093069 -3.681124 2.705973 0.3 -5.3 7.8
```
Forces are in eV/Å.

Calculated values
net charge: -1
HOMO: -3.3357 eV
E_LUMO: 0.0190 Eh

***

Record 4
Molecular formula: C3H4N2
Method: DFT, ωB97M-V with the def2-TZVPD basis set

Structure (XYZ):
```
9
Properties=species:S:1:pos:R:3:forces:R:3
N 0.749773 -0.280244 0.472700 -0.1 -0.1 0.0
C 0.119736 -1.112995 -0.443243 -0.1 -0.5 0.0
C -1.024728 -0.538492 -0.925748 0.5 -0.2 -0.1
N -1.000884 0.705427 -0.257088 0.6 -0.2 -0.3
C 0.078723 0.866275 0.567129 -0.2 -0.4 -0.4
H 1.535100 -0.555128 1.044263 -0.1 0.3 0.0
H 0.556684 -2.040584 -0.762381 0.2 -0.2 0.3
H -1.384853 1.306209 -0.963727 -0.4 1.4 1.0
H 0.370448 1.649533 1.268095 -0.4 -0.1 -0.5
```
Forces are in eV/Å.

Calculated values
HOMO: -7.8644 eV
E_LUMO: 0.0257 Eh

***

no.,gap between HOMO and LUMO (eV)
1,8.239
2,8.406
3,3.854
4,8.563